A 2-piece molecular cluster, C2H6O2S overall in a non-equilibrium geometry, computed with ωB97M-V with the def2-TZVPD basis set.

Results
energy above the lowest of the compared OMol25 structures with the same formula, charge and spin	13.0	kcal/mol
frontier orbital gap	9.662	eV
structure (SMILES)	O=CO.CS
electronic energy	-17100.958	eV
lowest unoccupied orbital energy	0.55	eV
total charge	0
HOMO energy	-9.11	eV

Last column: natural (NBO) charge in e.
Element x y z (Å)
S 3.85 -1.15 0.17  -0.060
H -3.10 2.45 -1.76  0.479
C -4.14 1.37 -0.53  0.641
H 3.26 -2.20 2.09  0.224
H -3.43 1.77 0.21  0.099
O -5.08 0.66 -0.40  -0.530
O -3.81 1.81 -1.78  -0.688
H 5.16 -0.93 -0.08  0.124
H 4.99 -1.60 2.34  0.228
H 3.67 -0.50 2.48  0.212
C 3.99 -1.40 1.97  -0.727

***

C2H6O2Tl as an isolated structure in a non-equilibrium geometry, computed with ωB97M-V with the def2-TZVPD basis set.

Results
energy above the lowest of the compared OMol25 structures with the same formula, charge and spin	28.2	kcal/mol
frontier orbital gap	4.423	eV
electronic energy	-10917.517	eV
lowest unoccupied orbital energy	-21.24	eV
total charge	+3
HOMO energy	-25.66	eV

Last column: natural (NBO) charge in e.
Element x y z (Å)
Tl 1.10 1.94 2.67  1.103
O 0.21 1.42 -0.70  -0.322
C -0.08 0.11 -1.01  -0.124
C -0.46 -0.70 0.23  -0.149
H -0.63 -1.78 0.03  0.351
H -1.45 -0.28 0.61  0.482
H 0.79 -0.46 -1.46  0.498
H 0.43 -1.56 1.75  0.582
H 0.45 1.88 -1.56  0.583
O 0.49 -0.71 1.24  -0.380
H -0.85 0.13 -1.81  0.377

***

A 2-piece molecular cluster, C2H6O3S overall in a non-equilibrium geometry, computed with ωB97M-V with the def2-TZVPD basis set.

Results
energy above the lowest of the compared OMol25 structures with the same formula, charge and spin	3.1	kcal/mol
frontier orbital gap	9.864	eV
structure (SMILES)	O=C(O)CS.O
electronic energy	-19148.868	eV
lowest unoccupied orbital energy	0.44	eV
total charge	0
HOMO energy	-9.42	eV

Last column: natural (NBO) charge in e.
Element x y z (Å)
H -0.07 2.05 -3.12  0.468
H 0.10 -2.29 -0.47  0.143
C 0.87 -0.87 0.96  -0.668
H -1.80 0.99 1.59  0.511
H 0.62 -1.54 1.80  0.242
O -0.97 -0.16 -0.42  -0.625
S 1.41 -2.04 -0.27  0.015
C -0.46 -0.13 0.71  0.799
O -0.12 2.22 -2.15  -0.958
H -0.24 1.33 -1.75  0.486
H 1.59 -0.11 1.33  0.262
O -0.92 0.56 1.79  -0.676

***

A 2-piece molecular cluster, C2H6O3S overall in a non-equilibrium geometry, computed with ωB97M-V with the def2-TZVPD basis set.

Results
energy above the lowest of the compared OMol25 structures with the same formula, charge and spin	28.2	kcal/mol
frontier orbital gap	9.791	eV
structure (SMILES)	CC(=O)SO.O
electronic energy	-19147.780	eV
lowest unoccupied orbital energy	0.62	eV
total charge	0
HOMO energy	-9.17	eV

Last column: natural (NBO) charge in e.
Element x y z (Å)
S -1.00 -0.04 -1.27  0.602
H 1.29 -0.22 -1.62  0.528
O 0.38 0.27 -2.08  -0.886
H -2.53 0.72 0.90  0.238
C -1.98 -0.12 1.28  -0.722
H 2.37 -0.12 -0.14  0.492
H 3.32 0.59 -1.05  0.483
O 0.45 0.11 0.89  -0.622
O 2.92 -0.24 -0.86  -0.925
C -0.68 -0.07 0.43  0.323
H -2.82 -0.93 1.25  0.250
H -1.74 0.06 2.27  0.239

***

A 2-piece molecular cluster, C2H6O3S overall in a non-equilibrium geometry, computed with ωB97M-V with the def2-TZVPD basis set.

Results
energy above the lowest of the compared OMol25 structures with the same formula, charge and spin	0.8	kcal/mol
frontier orbital gap	9.276	eV
structure (SMILES)	O=C(O)CS.O
electronic energy	-19148.969	eV
lowest unoccupied orbital energy	0.35	eV
total charge	0
HOMO energy	-8.92	eV

Last column: natural (NBO) charge in e.
Element x y z (Å)
O 1.19 -0.40 2.60  -0.723
O 2.89 0.51 1.37  -0.566
S -0.67 -0.87 0.29  -0.040
C 0.77 0.23 0.20  -0.641
H 1.84 -0.53 3.34  0.501
H -3.18 0.70 -2.29  0.482
H -2.73 -0.51 -3.17  0.481
H 1.41 0.04 -0.69  0.243
H 0.44 1.28 0.16  0.243
H -1.16 -0.48 -0.90  0.164
O -2.56 -0.07 -2.31  -0.951
C 1.77 0.11 1.41  0.807

***

A 2-piece molecular cluster, C2H6O3S overall in a non-equilibrium geometry, computed with ωB97M-V with the def2-TZVPD basis set.

Results
energy above the lowest of the compared OMol25 structures with the same formula, charge and spin	23.8	kcal/mol
frontier orbital gap	10.096	eV
structure (SMILES)	O=CO.OCS
electronic energy	-19147.971	eV
lowest unoccupied orbital energy	0.70	eV
total charge	0
HOMO energy	-9.39	eV

Last column: natural (NBO) charge in e.
Element x y z (Å)
O -2.43 1.03 -0.06  -0.677
H 3.05 -0.75 0.89  0.476
C -2.61 -0.30 0.08  0.658
H 2.04 1.80 -0.53  0.148
C 1.41 -0.49 -0.08  -0.141
S 0.92 1.32 0.04  -0.197
H 0.69 -0.82 0.70  0.221
H -1.51 1.21 -0.06  0.498
O -1.79 -1.17 0.06  -0.598
H 1.25 -0.66 -1.15  0.201
H -3.78 -0.61 0.06  0.110
O 2.77 -0.56 0.04  -0.697

***

A 2-piece molecular cluster, C2H6OS overall in a non-equilibrium geometry, computed with ωB97M-V with the def2-TZVPD basis set.

Results
energy above the lowest of the compared OMol25 structures with the same formula, charge and spin	105.0	kcal/mol
frontier orbital gap (alpha / beta)	8.391 / 7.666	eV
electronic energy	-15048.879	eV
lowest unoccupied orbital energy (alpha / beta)	0.64 / 0.78	eV
total charge	0
HOMO energy (alpha / beta)	-7.75 / -6.89	eV

Last column: natural (NBO) charge in e.
Element x y z (Å)
H 1.21 -0.17 -1.59  0.134
C 0.20 -0.09 -1.67  -0.092
S -0.64 -0.95 1.27  0.171
C 0.18 0.51 1.54  -0.672
H -0.17 -2.00 -1.27  0.479
H 1.31 0.35 1.41  0.199
H -0.17 1.29 2.05  0.187
H -0.38 0.78 -1.30  0.161
H -1.88 -0.47 1.46  0.119
O -0.53 -1.16 -1.18  -0.686

***

A 2-piece molecular cluster, C2H6OS overall in a non-equilibrium geometry, computed with ωB97M-V with the def2-TZVPD basis set.

Results
energy above the lowest of the compared OMol25 structures with the same formula, charge and spin	17.5	kcal/mol
frontier orbital gap	9.354	eV
structure (SMILES)	C=CS.O
electronic energy	-15052.672	eV
lowest unoccupied orbital energy	0.81	eV
total charge	0
HOMO energy	-8.54	eV

Last column: natural (NBO) charge in e.
Element x y z (Å)
H -1.71 1.79 -0.53  0.465
H 0.51 -0.51 -1.70  0.213
O -1.11 1.60 0.16  -0.929
C 0.11 -1.34 0.22  -0.458
H 1.65 0.86 1.00  0.132
H -1.51 0.84 0.61  0.469
C 0.62 -0.46 -0.64  -0.306
H -0.66 -2.00 -0.14  0.196
H 0.13 -1.39 1.34  0.204
S 1.97 0.61 -0.31  0.012

***

One molecule with the formula C2H6OS2Si in a non-equilibrium geometry, computed with ωB97M-V with the def2-TZVPD basis set.

Results
energy above the lowest of the compared OMol25 structures with the same formula, charge and spin	14.9	kcal/mol
frontier orbital gap	9.644	eV
structure (SMILES)	C=C[Si@@H](S)OS
electronic energy	-33766.518	eV
lowest unoccupied orbital energy	0.49	eV
total charge	0
HOMO energy	-9.16	eV

Last column: natural (NBO) charge in e.
Element x y z (Å)
C 1.29 0.25 -0.40  -0.662
H 0.77 1.64 1.99  0.145
H -2.75 -1.77 0.73  0.094
S -2.98 -0.62 -0.10  0.334
O -1.41 -0.12 -0.22  -1.058
H 2.17 -0.19 0.01  0.209
H 0.24 0.77 -2.07  0.183
H 1.81 0.46 -2.52  0.194
S -0.16 0.92 2.50  -0.429
H -0.02 -1.63 1.07  -0.224
C 1.17 0.56 -1.69  -0.303
Si -0.14 -0.27 0.72  1.517

***

C2H6OS2Si as an isolated structure in a non-equilibrium geometry, computed with ωB97M-V with the def2-TZVPD basis set.

Results
energy above the lowest of the compared OMol25 structures with the same formula, charge and spin	14.2	kcal/mol
frontier orbital gap	9.576	eV
electronic energy	-33766.546	eV
lowest unoccupied orbital energy	0.46	eV
total charge	0
HOMO energy	-9.12	eV

Last column: natural (NBO) charge in e.
Element x y z (Å)
H 0.02 -0.29 2.99  0.184
H -0.67 -1.52 -1.26  0.210
S -0.89 0.64 2.44  -0.500
S 2.22 -0.89 -0.41  0.311
H 0.75 2.21 0.59  -0.206
H 2.86 -1.72 0.37  0.098
C -1.16 0.61 -0.83  -0.645
C -1.20 -0.56 -1.51  -0.324
Si 0.15 0.91 0.57  1.505
H -1.53 1.43 -1.33  0.211
H -1.82 -0.57 -2.41  0.193
O 1.29 -0.24 0.79  -1.037

***

One molecule with the formula C2H6OSi in a non-equilibrium geometry, computed with ωB97M-V with the def2-TZVPD basis set.

Results
energy above the lowest of the compared OMol25 structures with the same formula, charge and spin	44.8	kcal/mol
frontier orbital gap	9.780	eV
structure (SMILES)	C[Si@@H]1CO1
electronic energy	-12094.909	eV
lowest unoccupied orbital energy	0.78	eV
total charge	0
HOMO energy	-9.01	eV

Last column: natural (NBO) charge in e.
Element x y z (Å)
H 1.55 -0.70 -0.62  0.259
H 2.04 0.67 0.26  0.236
C -1.91 -0.52 0.00  -0.422
H 1.21 1.00 -1.29  0.261
O -1.53 0.71 -0.70  -0.877
Si -0.36 0.49 0.43  1.447
H -0.72 1.29 1.72  -0.168
H -2.78 -0.40 0.47  0.179
C 1.25 0.30 -0.49  -1.101
H -1.77 -1.44 -0.67  0.187

***

C2H6SSi as an isolated structure in a non-equilibrium geometry, computed with ωB97M-V with the def2-TZVPD basis set.

Results
energy above the lowest of the compared OMol25 structures with the same formula, charge and spin	79.3	kcal/mol
frontier orbital gap	7.784	eV
electronic energy	-20881.208	eV
lowest unoccupied orbital energy	-0.99	eV
total charge	0
HOMO energy	-8.77	eV

Last column: natural (NBO) charge in e.
Element x y z (Å)
S 0.43 2.95 0.88  -0.508
C -0.29 -0.87 0.64  -0.611
H -2.09 1.08 0.19  -0.177
H 1.05 -1.77 -0.56  0.168
H 0.94 -2.70 0.83  0.201
Si -0.85 0.70 -0.41  1.025
H -0.66 -0.93 1.58  0.203
H -0.95 0.50 -1.93  -0.133
H 0.24 2.08 1.95  0.130
C 0.65 -1.80 0.36  -0.300

***

C2H7BaO3 as an isolated structure in a non-equilibrium geometry, computed with ωB97M-V with the def2-TZVPD basis set.

Results
energy above the lowest of the compared OMol25 structures with the same formula, charge and spin	102.2	kcal/mol
frontier orbital gap (alpha / beta)	4.327 / 4.041	eV
electronic energy	-9016.429	eV
lowest unoccupied orbital energy (alpha / beta)	-0.86 / -1.14	eV
2S+1	2
total charge	0
HOMO energy (alpha / beta)	-5.19 / -5.18	eV

Last column: natural (NBO) charge in e.
Element x y z (Å)
O 0.63 1.57 -0.14  -0.445
H -0.51 -1.61 -1.00  0.220
H 1.22 -2.20 -0.81  0.215
H -0.07 -3.06 -0.04  0.155
O 0.36 -1.31 0.96  -0.957
H -1.01 2.39 0.70  0.136
H -1.30 1.72 -0.93  0.153
C 0.25 -2.05 -0.33  -0.236
H -0.39 3.24 -0.78  0.163
Ba -0.49 -1.65 3.33  1.004
O 1.10 1.12 -1.42  -0.719
H 0.79 -0.40 0.77  0.552
C -0.58 2.27 -0.30  -0.242

***

A 2-piece molecular cluster, C2H7Br2N2 overall in a non-equilibrium geometry, computed with ωB97M-V with the def2-TZVPD basis set.

Results
energy above the lowest of the compared OMol25 structures with the same formula, charge and spin	57.5	kcal/mol
frontier orbital gap	9.315	eV
electronic energy	-145242.653	eV
lowest unoccupied orbital energy	-4.53	eV
total charge	+1
HOMO energy	-13.85	eV

Last column: natural (NBO) charge in e.
Element x y z (Å)
C 0.53 0.08 0.30  -0.162
H -0.49 1.22 -2.97  0.364
Br 1.67 1.76 0.26  0.093
H 0.85 1.38 -2.12  0.346
H -0.58 0.57 2.00  0.466
H 1.24 -0.74 -0.18  0.307
N 0.11 -0.27 1.81  -0.759
Br -1.87 1.55 0.25  0.140
H -0.50 -1.14 1.84  0.450
H -1.22 -0.61 -0.97  0.277
H 0.83 -0.43 2.53  0.466
C -0.69 0.29 -0.54  -0.280
N 0.16 0.67 -2.40  -0.709

***

A 2-piece molecular cluster, C2H7BrNO overall in a non-equilibrium geometry, computed with ωB97M-V with the def2-TZVPD basis set.

Results
energy above the lowest of the compared OMol25 structures with the same formula, charge and spin	65.2	kcal/mol
frontier orbital gap	9.681	eV
electronic energy	-75757.515	eV
lowest unoccupied orbital energy	-4.08	eV
total charge	+1
HOMO energy	-13.77	eV

Last column: natural (NBO) charge in e.
Element x y z (Å)
N -0.63 -0.66 -1.23  -0.690
H -1.49 0.46 0.21  0.249
C -0.52 0.48 -0.27  -0.309
H -0.69 -1.62 -0.67  0.486
Br 2.30 -0.17 -0.01  0.033
H -1.31 -0.27 -1.87  0.459
O 0.11 -0.42 1.80  -0.711
H 0.15 -0.75 -1.84  0.442
C 0.58 0.35 0.79  0.079
H -0.49 1.40 -0.86  0.254
H 1.08 1.85 1.51  0.183
H 0.90 -0.65 2.44  0.524

***

A 2-piece molecular cluster, C2H7BrOSi overall in a non-equilibrium geometry, computed with ωB97M-V with the def2-TZVPD basis set.

Results
energy above the lowest of the compared OMol25 structures with the same formula, charge and spin	72.7	kcal/mol
frontier orbital gap	8.485	eV
electronic energy	-82151.989	eV
lowest unoccupied orbital energy	0.11	eV
total charge	0
HOMO energy	-8.37	eV

Last column: natural (NBO) charge in e.
Element x y z (Å)
C -1.97 -2.21 -0.04  -0.864
H 2.37 2.65 -0.58  -0.189
O 1.00 0.89 0.30  -0.836
H -2.39 -3.23 -0.14  0.217
H 0.95 3.60 0.99  -0.156
H -1.30 -2.28 0.75  0.220
H -2.55 -1.30 0.34  0.214
C 1.37 -0.26 0.59  0.255
H -0.09 2.38 -1.02  -0.153
Si 1.05 2.55 -0.06  1.174
H -1.52 -1.99 -1.03  0.211
Br 3.08 -0.79 -0.11  -0.095

***

A 2-piece molecular cluster, C2H7BrOSi overall in a non-equilibrium geometry, computed with ωB97M-V with the def2-TZVPD basis set.

Results
energy above the lowest of the compared OMol25 structures with the same formula, charge and spin	65.3	kcal/mol
frontier orbital gap	9.270	eV
electronic energy	-82152.313	eV
lowest unoccupied orbital energy	0.34	eV
total charge	0
HOMO energy	-8.93	eV

Last column: natural (NBO) charge in e.
Element x y z (Å)
H 2.96 0.90 1.07  0.218
H -3.24 -1.51 0.34  -0.176
H -1.63 -3.11 -0.30  -0.187
Si -1.91 -1.91 0.42  1.206
H 1.92 -0.45 0.97  0.201
H 1.47 1.34 0.71  0.223
H -1.30 -1.90 1.69  -0.175
H 2.30 0.39 -0.59  0.224
O -1.18 -0.80 -0.54  -0.815
Br -2.51 1.38 0.04  -0.214
C 2.17 0.53 0.44  -0.866
C -0.97 0.36 -0.77  0.361

***

A 2-piece molecular cluster, C2H7Cl2NSi overall in a non-equilibrium geometry, computed with ωB97M-V with the def2-TZVPD basis set.

Results
energy above the lowest of the compared OMol25 structures with the same formula, charge and spin	69.3	kcal/mol
frontier orbital gap	7.756	eV
electronic energy	-36600.690	eV
lowest unoccupied orbital energy	-0.55	eV
total charge	0
HOMO energy	-8.30	eV

Last column: natural (NBO) charge in e.
Element x y z (Å)
H -0.02 2.99 -0.45  0.273
H 1.44 -1.66 0.87  0.194
H -1.15 -0.79 0.18  0.421
N -0.24 -0.71 0.54  -1.052
H -0.11 -2.37 1.68  0.201
C -0.51 2.06 -0.14  -1.204
H 0.20 -2.62 -0.22  0.229
H -0.99 2.24 0.84  0.275
Cl -0.70 -0.26 -3.09  -0.832
H -1.39 1.86 -0.69  0.305
Cl 2.49 0.63 -0.07  -0.276
Si 0.58 0.62 -0.11  1.876
C 0.40 -2.00 0.65  -0.410

***

C2H7ClNP as an isolated structure in a non-equilibrium geometry, computed with ωB97M-V with the def2-TZVPD basis set.

Results
energy above the lowest of the compared OMol25 structures with the same formula, charge and spin	86.7	kcal/mol
frontier orbital gap	7.778	eV
electronic energy	-25484.550	eV
lowest unoccupied orbital energy	0.57	eV
total charge	0
HOMO energy	-7.21	eV

Last column: natural (NBO) charge in e.
Element x y z (Å)
C -0.99 -1.04 -0.35  -1.095
H 1.69 0.17 -0.55  -0.095
H -1.37 1.34 2.11  0.207
H -1.08 -1.17 0.73  0.197
Cl 0.09 0.91 3.92  0.035
H 1.44 0.49 1.38  0.382
C -0.27 0.94 2.29  0.117
P 0.36 -0.06 -0.87  0.811
H -0.01 1.29 -1.03  -0.055
H 0.41 -0.22 -2.31  -0.040
N 0.43 0.63 1.33  -0.672
H -1.19 -1.97 -0.72  0.208

***

A 2-piece molecular cluster, C2H7F2NSi overall in a non-equilibrium geometry, computed with ωB97M-V with the def2-TZVPD basis set.

Results
frontier orbital gap (alpha / beta)	5.726 / 6.217	eV
electronic energy	-16986.622	eV
lowest unoccupied orbital energy (alpha / beta)	0.80 / -3.94	eV
2S+1	3
total charge	0
HOMO energy (alpha / beta)	-4.93 / -10.16	eV

Last column: natural (NBO) charge in e.
Element x y z (Å)
C 0.70 0.40 1.68  -0.448
N -0.56 0.13 1.02  -0.949
H 1.16 -1.14 -0.99  0.227
H 1.19 -0.54 1.90  0.206
H -1.42 0.11 1.62  0.414
C 0.37 -0.94 -1.75  -1.163
F -2.40 -0.20 -0.85  -0.647
H 1.46 0.91 1.10  0.219
H 0.77 1.10 2.58  0.222
Si -0.87 0.00 -0.64  1.628
H 0.84 -0.35 -2.66  0.265
F -1.19 2.37 -0.83  -0.204
H -0.05 -1.84 -2.18  0.228